Molecular formula: C24H25N3O3
Method: DFT, ωB97M-V/def2-TZVPD

Atoms and positions in Å:
C 7.038 -0.827 0.451
C 5.599 -1.020 0.080
C 4.621 -0.148 0.533
C 3.281 -0.317 0.192
C 2.927 -1.395 -0.616
C 3.897 -2.265 -1.079
C 5.224 -2.081 -0.737
H 5.977 -2.766 -1.099
H 3.614 -3.094 -1.711
H 1.896 -1.545 -0.893
C 2.263 0.624 0.684
C 0.999 0.160 1.037
C 0.033 1.040 1.503
C 0.336 2.393 1.639
C 1.588 2.856 1.284
C 2.545 1.983 0.801
H 3.508 2.362 0.497
H 1.813 3.908 1.375
H -0.413 3.077 2.017
N -1.274 0.634 1.811
C -1.846 -0.592 1.645
O -1.232 -1.605 1.405
C -3.371 -0.533 1.774
H -3.624 0.004 2.695
C -3.999 -1.931 1.808
C -3.864 -2.642 0.461
C -4.366 -1.756 -0.678
N -3.676 -0.478 -0.652
C -2.608 -0.320 -1.477
O -2.330 -1.156 -2.324
C -1.789 0.904 -1.408
C -0.559 1.121 -1.992
N -0.181 2.409 -1.729
C -1.141 2.914 -1.036
O -2.150 2.073 -0.792
H -1.199 3.917 -0.662
C 0.295 0.213 -2.785
H -0.046 -0.811 -2.670
H 0.230 0.483 -3.838
H 1.330 0.322 -2.471
C -3.939 0.244 0.568
H -3.532 1.251 0.513
H -5.027 0.325 0.679
H -4.167 -2.224 -1.643
H -5.439 -1.565 -0.579
H -4.430 -3.574 0.476
H -2.815 -2.878 0.285
H -3.514 -2.527 2.582
H -5.057 -1.829 2.067
H -1.883 1.393 2.085
H 0.768 -0.888 0.960
H 4.903 0.667 1.185
H 7.148 -0.044 1.197
H 7.619 -0.549 -0.429
H 7.458 -1.750 0.848

Calculated values
total charge = 0
highest occupied orbital energy = -0.30460 Ha
SMILES = Cc1cccc(-c2cccc(NC(=O)[C@@H]3CCCN(C(=O)c4ocnc4C)C3)c2)c1
relative energy (zero: lowest compared OMol25 entry of this formula, charge and spin) = 0.4832 eV